(1)
# C48H39NO4PV

A structure of composition C48H39NO4PV at a distorted geometry (ωB97M-V/def2-TZVPD, OMol25).

HOMO-LUMO gap (alpha / beta) = 5.64 / 5.64 eV
Multiplicity = 1
Total charge = +2

Each line ends with the Mulliken charge.
CARTESIAN COORDINATES (ANGSTROEM)
V  0.2516  0.7806  -0.8053  -0.94
O  1.8853  4.3433  -0.2739  -0.52
C  2.0584  3.1906  -0.0747  0.30
O  1.0227  2.3084  -0.4697  -0.26
C  3.2130  2.5126  0.5437  0.65
C  4.1203  3.3630  1.1741  -0.76
C  5.2549  2.8547  1.7848  -0.70
C  5.4977  1.4910  1.7530  -0.79
C  4.6045  0.6403  1.1159  -0.60
C  3.4503  1.1332  0.5128  0.13
P  2.4621  -0.0861  -0.3931  2.55
C  3.4046  -0.5092  -1.8647  0.63
C  4.2558  -1.6153  -1.8919  -0.46
C  5.0421  -1.8482  -3.0090  -0.78
C  4.9914  -0.9804  -4.0915  -0.69
C  4.1631  0.1332  -4.0576  -0.74
C  3.3745  0.3725  -2.9457  -0.55
C  2.2264  -1.5001  0.6935  0.51
C  2.1260  -1.2965  2.0709  -0.90
C  1.8046  -2.3554  2.9054  -0.91
C  1.5785  -3.6166  2.3725  -0.55
C  1.6597  -3.8193  1.0013  -1.09
C  1.9690  -2.7648  0.1595  -0.37
H  3.9180  4.4253  1.1800  0.54
H  5.9464  3.5246  2.2765  0.44
H  6.3842  1.0834  2.2187  0.48
H  4.8201  -0.4213  1.0915  0.50
H  4.3193  -2.2893  -1.0487  0.46
H  5.6998  -2.7062  -3.0295  0.47
H  5.6078  -1.1668  -4.9605  0.44
H  4.1325  0.8169  -4.8950  0.50
H  2.7448  1.2559  -2.9291  0.31
H  2.3052  -0.3175  2.4994  0.46
H  1.7400  -2.1952  3.9731  0.51
H  1.3392  -4.4436  3.0274  0.48
H  1.4760  -4.8008  0.5860  0.48
H  2.0012  -2.9313  -0.9092  0.59
C  -5.8475  0.1552  6.1787  -1.45
C  -4.3868  0.0454  5.8629  1.11
C  -3.4428  0.2061  6.8687  -0.90
C  -2.0829  0.1325  6.6072  -0.92
C  -1.6533  -0.1241  5.3192  -0.62
C  -2.5947  -0.2944  4.3101  -0.39
N  -2.0910  -0.5464  2.9876  0.23
C  -2.1417  -1.7211  2.3596  0.92
C  -2.7321  -2.8583  2.9831  -0.71
C  -2.7917  -4.0508  2.3337  -0.75
C  -2.2798  -4.2339  1.0200  -0.96
C  -1.6871  -3.1879  0.4009  -0.76
C  -1.5911  -1.9097  1.0404  0.05
C  -0.9340  -0.8936  0.3571  2.28
O  -0.3666  -1.0304  -0.8148  -0.39
O  -0.7378  0.3428  0.7723  -1.19
C  -3.9661  -0.1978  4.5452  0.92
C  -4.9873  -0.3141  3.4533  -1.76
H  -6.0034  0.3294  7.2408  0.40
H  -6.3859  -0.7537  5.9040  0.32
H  -6.3113  0.9786  5.6319  0.34
H  -3.7823  0.3991  7.8782  0.39
H  -1.3653  0.2666  7.4049  0.41
H  -0.5988  -0.2072  5.0887  0.52
H  -1.5924  0.2069  2.5406  0.50
H  -3.1270  -2.7563  3.9826  0.58
H  -3.2472  -4.8914  2.8419  0.45
H  -2.3639  -5.1958  0.5364  0.48
H  -1.2737  -3.2841  -0.5935  0.55
H  -5.6909  -1.1233  3.6560  0.40
H  -4.5443  -0.4936  2.4775  0.24
H  -5.5757  0.6027  3.3850  0.47
C  0.4597  0.5528  -7.5586  -0.49
C  0.6475  -0.6536  -6.8989  -0.81
C  0.5479  -0.7021  -5.5193  -0.37
C  0.2333  0.4525  -4.7963  0.41
C  0.0562  1.6653  -5.4655  -0.33
C  0.1728  1.7090  -6.8424  -0.89
C  0.1269  0.3378  -3.3371  -0.21
C  -0.4700  1.2374  -2.5544  0.72
C  -1.4664  2.2760  -2.6426  0.72
C  -1.2323  3.5981  -2.2372  0.34
C  -2.2381  4.5381  -2.3743  -0.98
C  -3.4747  4.1693  -2.8874  -0.40
C  -3.7210  2.8566  -3.2776  -0.89
C  -2.7254  1.9082  -3.1552  -0.30
H  0.5441  0.5961  -8.6361  0.44
H  0.8759  -1.5511  -7.4569  0.44
H  0.7058  -1.6375  -4.9956  0.45
H  -0.1614  2.5713  -4.9166  0.53
H  0.0420  2.6472  -7.3639  0.45
H  0.5720  -0.5609  -2.9029  0.11
H  -0.2731  3.8880  -1.8316  0.56
H  -2.0591  5.5618  -2.0762  0.49
H  -4.2562  4.9113  -2.9830  0.45
H  -4.6863  2.5809  -3.6782  0.47
H  -2.8948  0.8845  -3.4632  0.51

---

(2)
# C48H40ClMoN2O9P2

A structure of composition C48H40ClMoN2O9P2 (ωB97M-V/def2-TZVPD, OMol25).

HOMO-LUMO gap (alpha / beta) = 6.60 / 6.70 eV
Multiplicity = 3
Energy relative to the best compared isomer or geometry (same formula, charge and spin) = 146.4 kJ/mol
Total charge = +1

Each line ends with the Löwdin spin population.
CARTESIAN COORDINATES (ANGSTROEM)
Mo  -0.8978  0.1090  -0.3581  1.68
O  1.7649  1.5818  -3.4405  0.00
C  0.8918  1.4287  -2.4764  0.01
O  0.8624  0.4416  -1.7507  0.01
C  -0.0696  2.5001  -2.2206  0.00
C  -0.1857  3.7211  -2.8548  0.00
C  -1.1223  4.6217  -2.3711  0.01
C  -1.8860  4.2856  -1.2638  0.00
C  -1.6991  3.0390  -0.6860  0.01
N  -0.8253  2.1781  -1.1733  0.00
C  -2.3536  2.5536  0.5813  0.00
O  -3.2149  3.1905  1.1382  0.01
O  -1.8163  1.4435  0.9942  0.02
H  2.3452  0.8000  -3.4548  0.00
H  0.4543  3.9545  -3.6951  0.00
H  -1.2402  5.5871  -2.8445  0.00
H  -2.6109  4.9567  -0.8235  0.00
C  -6.8093  0.6834  -3.9385  0.00
O  -7.1157  0.0993  -2.6751  0.00
C  -6.1185  -0.1288  -1.8202  0.00
C  -6.5098  -0.7186  -0.5918  0.00
C  -5.5689  -1.0029  0.3382  0.00
C  -4.1820  -0.7353  0.1285  0.00
C  -3.2138  -1.1302  1.0756  0.01
C  -3.5644  -1.6559  2.4313  0.00
O  -1.9544  -1.0504  0.8789  0.02
C  -3.8158  -0.0979  -1.0986  0.01
O  -2.6032  0.2867  -1.3686  0.05
C  -4.7978  0.1782  -2.0664  0.01
H  -7.7549  0.7601  -4.4643  0.00
H  -6.1236  0.0480  -4.5013  0.00
H  -6.3786  1.6778  -3.8080  0.00
H  -7.5562  -0.9350  -0.4296  0.00
H  -5.8881  -1.4621  1.2604  0.00
H  -4.5929  -1.9734  2.5404  0.00
H  -3.3714  -0.8412  3.1348  0.00
H  -2.9004  -2.4753  2.6944  0.00
H  -4.4741  0.6498  -2.9817  0.00
C  1.8403  0.2813  3.5500  0.00
N  1.8954  0.3315  2.0745  0.00
P  1.3973  1.8243  1.3300  0.05
C  2.9277  2.5027  0.6007  0.01
C  2.7830  3.5072  -0.3547  0.00
C  3.8963  4.0821  -0.9515  0.00
C  5.1679  3.6539  -0.5951  0.00
C  5.3223  2.6603  0.3628  0.00
C  4.2083  2.0883  0.9595  0.00
C  1.1287  3.0366  2.6659  0.01
C  2.1573  3.8091  3.2100  0.00
C  1.8884  4.7167  4.2235  0.00
C  0.5929  4.8660  4.7000  0.00
C  -0.4346  4.1021  4.1663  0.00
C  -0.1700  3.1901  3.1564  0.00
P  1.2211  -0.9899  1.1371  0.00
C  1.1780  -2.3261  2.3706  0.00
C  -0.0045  -2.9697  2.7048  0.00
C  -0.0084  -3.9784  3.6584  0.00
C  1.1747  -4.3548  4.2751  0.00
C  2.3665  -3.7289  3.9317  0.00
C  2.3698  -2.7222  2.9824  0.00
C  2.5636  -1.5709  0.0267  0.00
C  3.3157  -0.6723  -0.7253  0.00
C  4.2949  -1.1164  -1.6027  0.00
C  4.5180  -2.4758  -1.7641  0.00
C  3.7626  -3.3826  -1.0363  0.00
C  2.7964  -2.9365  -0.1463  0.00
H  2.2575  1.2019  3.9493  0.00
H  2.4365  -0.5407  3.9311  0.00
H  0.8203  0.1739  3.9271  0.00
H  1.7880  3.8601  -0.6131  0.00
H  3.7763  4.8665  -1.6884  0.00
H  6.0389  4.0980  -1.0593  0.00
H  6.3140  2.3300  0.6449  0.00
H  4.3214  1.2951  1.6895  0.00
H  3.1695  3.7167  2.8371  0.00
H  2.6915  5.3114  4.6392  0.00
H  0.3868  5.5804  5.4866  0.00
H  -1.4471  4.2158  4.5316  0.00
H  -0.9699  2.5784  2.7596  0.00
H  -0.9072  -2.7040  2.1802  0.00
H  -0.9335  -4.4812  3.9093  0.00
H  1.1735  -5.1443  5.0152  0.00
H  3.2946  -4.0311  4.3990  0.00
H  3.3037  -2.2473  2.7051  0.00
H  3.1554  0.3879  -0.6241  0.00
H  4.8936  -0.3961  -2.1488  0.00
H  5.2790  -2.8268  -2.4494  0.00
H  3.9272  -4.4459  -1.1545  0.00
H  2.2105  -3.6582  0.4047  0.00
Cl  -0.0880  -6.1183  -6.2438  0.00
C  -0.1951  -5.1370  -4.8209  0.00
C  0.1438  -5.6820  -3.5915  0.00
C  0.0555  -4.8913  -2.4588  0.00
C  -0.3608  -3.5685  -2.5557  0.00
C  -0.6987  -3.0383  -3.7962  0.00
C  -0.6201  -3.8217  -4.9347  0.00
C  -0.4181  -2.7447  -1.3118  0.01
O  -0.2234  -3.2163  -0.2064  0.01
O  -0.6914  -1.4784  -1.5180  0.04
H  0.4692  -6.7113  -3.5305  0.00
H  0.3086  -5.2918  -1.4861  0.00
H  -1.0300  -2.0109  -3.8614  0.00
H  -0.8847  -3.4261  -5.9056  0.00

---

(3)
# C48H41CoN5O2P2S2

A structure of composition C48H41CoN5O2P2S2 (ωB97M-V/def2-TZVPD, OMol25).

HOMO-LUMO gap (alpha / beta) = 6.37 / 6.33 eV
Multiplicity = 2
Energy relative to the best compared isomer or geometry (same formula, charge and spin) = 0.0 kJ/mol

Each line ends with the Löwdin spin population.
CARTESIAN COORDINATES (ANGSTROEM)
Co  -0.6106  -0.3053  0.4701  1.01
N  -2.4871  2.7943  -1.7567  0.00
C  -1.9169  1.7061  -1.1780  0.00
S  -1.4710  1.7888  0.4694  -0.02
N  -1.8062  0.6534  -1.9891  0.00
N  -1.2625  -0.4039  -1.3519  -0.01
C  -1.1524  -1.5476  -1.9527  0.00
C  -1.6306  -1.8437  -3.3191  0.00
C  -1.3036  -1.0334  -4.4043  0.00
C  -1.7570  -1.3448  -5.6762  0.00
C  -2.5596  -2.4575  -5.8841  0.00
C  -2.9060  -3.2613  -4.8076  0.00
C  -2.4401  -2.9589  -3.5378  0.00
C  -0.5290  -2.6061  -1.1218  0.00
C  -0.0867  -3.8264  -1.6179  0.00
C  0.5363  -4.7108  -0.7517  0.00
C  0.7017  -4.3644  0.5787  0.00
C  0.2634  -3.1166  0.9951  0.00
N  -0.3335  -2.2701  0.1667  0.00
H  -2.3664  3.6794  -1.2981  0.00
H  -2.5790  2.7860  -2.7582  0.00
H  -0.6985  -0.1554  -4.2380  0.00
H  -1.4890  -0.7065  -6.5089  0.00
H  -2.9183  -2.6929  -6.8775  0.00
H  -3.5422  -4.1246  -4.9529  0.00
H  -2.7240  -3.5892  -2.7039  0.00
H  -0.2147  -4.0684  -2.6627  0.00
H  0.8961  -5.6621  -1.1220  0.00
H  1.1851  -5.0275  1.2814  0.00
H  0.4134  -2.7506  2.0029  0.00
C  -3.9229  -1.3939  0.1339  0.00
C  -3.5885  -1.3273  1.5955  0.00
C  -4.5782  -1.6570  2.5533  0.00
C  -4.2788  -1.5656  3.8757  0.00
C  -2.9900  -1.1485  4.2786  0.00
C  -2.6407  -1.0240  5.6420  0.00
C  -1.3804  -0.6132  5.9715  0.00
C  -0.4383  -0.3238  4.9721  0.00
C  -0.7276  -0.4364  3.6262  0.00
S  0.5020  -0.1129  2.4344  -0.02
C  -2.0515  -0.8533  3.2635  0.00
N  -2.3799  -0.9507  1.9397  0.03
H  -4.9875  -1.5708  -0.0155  0.00
H  -3.3728  -2.2036  -0.3487  0.00
H  -3.6471  -0.4635  -0.3598  0.00
H  -5.5588  -1.9664  2.2174  0.00
H  -5.0165  -1.8024  4.6336  0.00
H  -3.3796  -1.2516  6.3999  0.00
H  -1.0968  -0.5054  7.0108  0.00
H  0.5557  -0.0009  5.2546  0.00
O  1.8684  -0.8569  -0.3620  0.02
P  3.2423  -0.6589  -0.8758  0.00
C  3.7246  1.0814  -1.0901  0.00
P  2.5751  2.1203  -2.0557  0.00
O  1.1590  2.0088  -1.6534  0.00
C  2.8160  1.6955  -3.7944  0.00
C  1.6512  1.5289  -4.5371  0.00
C  1.7288  1.2234  -5.8888  0.00
C  2.9648  1.0789  -6.4981  0.00
C  4.1302  1.2325  -5.7581  0.00
C  4.0560  1.5395  -4.4096  0.00
C  3.2479  3.7793  -1.7975  0.00
C  2.9788  4.3641  -0.5590  0.00
C  3.4316  5.6420  -0.2803  0.00
C  4.1510  6.3479  -1.2366  0.00
C  4.4079  5.7784  -2.4736  0.00
C  3.9550  4.4961  -2.7562  0.00
C  3.5414  -1.3955  -2.4937  0.00
C  2.4229  -1.7589  -3.2361  0.00
C  2.5744  -2.2730  -4.5157  0.00
C  3.8435  -2.4453  -5.0463  0.00
C  4.9644  -2.0829  -4.3092  0.00
C  4.8139  -1.5464  -3.0415  0.00
C  4.4416  -1.3324  0.2943  0.00
C  5.2759  -2.4135  0.0320  0.00
C  6.0761  -2.9372  1.0386  0.00
C  6.0373  -2.3907  2.3117  0.00
C  5.1852  -1.3292  2.5877  0.00
C  4.3861  -0.8052  1.5864  0.00
H  4.7144  1.1197  -1.5547  0.00
H  3.8070  1.5373  -0.0997  0.00
H  0.6966  1.6297  -4.0330  0.00
H  0.8229  1.0954  -6.4673  0.00
H  3.0243  0.8390  -7.5520  0.00
H  5.0951  1.1067  -6.2317  0.00
H  4.9710  1.6595  -3.8408  0.00
H  2.3872  3.8247  0.1723  0.00
H  3.2158  6.0928  0.6794  0.00
H  4.5023  7.3481  -1.0186  0.00
H  4.9548  6.3340  -3.2243  0.00
H  4.1451  4.0637  -3.7297  0.00
H  1.4389  -1.6197  -2.8054  0.00
H  1.6991  -2.5374  -5.0955  0.00
H  3.9626  -2.8547  -6.0410  0.00
H  5.9544  -2.2100  -4.7279  0.00
H  5.6915  -1.2513  -2.4770  0.00
H  5.2961  -2.8628  -0.9519  0.00
H  6.7233  -3.7783  0.8277  0.00
H  6.6606  -2.8012  3.0954  0.00
H  5.1296  -0.9200  3.5876  0.00
H  3.6819  -0.0153  1.8240  0.00

---

(4)
# C48H41FN2P3PdTe

A structure of composition C48H41FN2P3PdTe at a distorted geometry (ωB97M-V/def2-TZVPD, OMol25).

HOMO-LUMO gap (alpha / beta) = 5.03 / 3.84 eV
Multiplicity = 5
Energy relative to the best compared isomer or geometry (same formula, charge and spin) = 0.0 kJ/mol
Total charge = +1

Each line ends with the Löwdin spin population.
CARTESIAN COORDINATES (ANGSTROEM)
Pd  -0.7895  0.3394  0.7421  0.49
Te  1.7089  -4.1073  0.4204  0.68
C  3.6801  -3.5789  -0.1345  0.07
C  4.6420  -3.3304  0.8480  0.02
C  5.9311  -2.9554  0.4615  0.00
N  6.2388  -2.8342  -0.8580  0.00
C  5.3167  -3.0700  -1.8300  0.00
C  4.0166  -3.4473  -1.4842  0.02
C  1.3203  -1.9879  0.3252  0.45
P  -0.0820  -1.4755  -0.6860  0.20
C  0.0577  -2.5944  -2.1788  0.08
C  -0.4519  -3.8994  -2.0635  0.04
C  -0.3887  -4.7933  -3.1352  0.01
C  0.1734  -4.3917  -4.3463  0.00
C  0.6611  -3.0923  -4.4888  0.02
C  0.5991  -2.1941  -3.4181  0.01
C  0.7105  0.0851  -1.3103  0.05
C  -0.0402  1.2678  -1.3241  0.21
C  0.5345  2.4632  -1.7684  0.03
C  1.8641  2.4851  -2.1989  0.01
C  2.6218  1.3122  -2.1852  0.00
C  2.0512  0.1169  -1.7415  0.02
P  0.7088  -1.2125  1.8327  0.28
C  1.6521  -2.0989  3.1830  0.07
C  2.7675  -1.5557  3.8537  0.01
C  3.4119  -2.2813  4.8614  0.02
C  2.9480  -3.5463  5.2242  0.01
C  1.8303  -4.0847  4.5878  0.01
C  1.1842  -3.3634  3.5811  0.05
C  1.6886  0.3547  1.6585  0.03
C  1.0470  1.5802  1.8828  0.01
C  1.7511  2.7807  1.7458  0.00
C  3.1004  2.7644  1.3820  0.01
C  3.7473  1.5475  1.1519  0.00
C  3.0462  0.3464  1.2865  0.01
H  4.3928  -3.4199  1.8971  0.00
H  6.6859  -2.7557  1.2101  0.00
H  5.5916  -2.9599  -2.8705  0.00
H  3.2788  -3.6277  -2.2553  0.00
H  -0.8992  -4.2285  -1.1341  0.01
H  -0.7776  -5.7974  -3.0254  0.00
H  0.2227  -5.0841  -5.1767  0.00
H  1.0860  -2.7780  -5.4334  0.00
H  0.9745  -1.2013  -3.5874  0.00
H  -1.0691  1.2634  -0.9882  0.13
H  -0.0501  3.3737  -1.7768  0.00
H  2.3080  3.4110  -2.5408  0.00
H  3.6526  1.3288  -2.5149  0.00
H  2.6541  -0.7817  -1.7324  0.01
H  3.1560  -0.5800  3.6246  0.00
H  4.2720  -1.8593  5.3650  0.00
H  3.4486  -4.1050  6.0044  0.00
H  1.4618  -5.0612  4.8749  0.00
H  0.3131  -3.7955  3.1051  0.01
H  0.0015  1.6047  2.1629  0.00
H  1.2513  3.7240  1.9224  0.00
H  3.6446  3.6939  1.2763  0.00
H  4.7912  1.5343  0.8666  0.00
H  3.5598  -0.5868  1.1013  0.00
N  -1.2776  1.7814  2.0684  0.07
C  -1.9154  3.0093  1.8997  0.02
C  -2.0450  3.9628  2.9020  0.00
C  -2.7564  5.1342  2.6403  0.02
C  -3.3463  5.3335  1.3895  0.00
C  -3.2373  4.3583  0.3940  0.02
C  -2.5328  3.1823  0.6511  0.04
P  -2.2446  1.7684  -0.4575  0.31
C  -2.9766  2.3380  -2.0329  0.05
C  -2.1788  3.1281  -2.8802  0.01
C  -2.6690  3.6063  -4.0989  0.00
C  -3.9672  3.3003  -4.4954  0.01
C  -4.7718  2.5150  -3.6755  0.00
C  -4.2797  2.0365  -2.4567  0.02
C  -3.4446  0.5168  0.1386  0.04
C  -4.5712  0.8178  0.9209  0.00
C  -5.4350  -0.1908  1.3588  0.00
C  -5.1859  -1.5184  1.0229  0.00
C  -4.0746  -1.8386  0.2479  0.00
C  -3.2119  -0.8296  -0.1901  0.02
H  -0.3353  1.8093  2.7952  0.00
H  -1.7075  1.1554  2.8816  0.00
H  -1.5953  3.8116  3.8772  0.00
H  -2.8528  5.8944  3.4111  0.00
H  -3.8965  6.2494  1.1886  0.00
H  -3.7114  4.5308  -0.5674  0.00
H  -1.1599  3.3827  -2.5927  0.00
H  -2.0340  4.2160  -4.7360  0.00
H  -4.3506  3.6700  -5.4425  0.00
H  -5.7858  2.2697  -3.9806  0.00
H  -4.9425  1.4267  -1.8493  0.00
H  -4.7967  1.8436  1.2004  0.00
H  -6.3009  0.0653  1.9636  0.00
H  -5.8559  -2.3023  1.3653  0.00
H  -3.8736  -2.8734  -0.0157  0.00
H  -2.3462  -1.1048  -0.7896  0.02
F  -0.4807  0.3544  2.6210  0.10
H  -1.0639  0.3260  -0.9273  0.16

---

Short version: energy = -3493.125517, -3850.873503, -5140.034169, -3481.890653 hartree, in the order given.